{
  "formula": "C30H52N2O13P",
  "method": "ωB97M-V with the def2-TZVPD basis set",
  "homo_lumo_gap_ev": 8.49,
  "spin_multiplicity": 1,
  "total_charge": 1,
  "species": ["C", "P", "O", "C", "C", "C", "N", "C", "C", "N", "H", "H", "H", "H", "H", "H", "H", "H", "H", "H", "H", "H", "H", "H", "H", "H", "O", "C", "O", "C", "C", "C", "H", "H", "H", "H", "H", "H", "O", "C", "O", "C", "C", "C", "H", "H", "H", "H", "H", "H", "O", "C", "O", "C", "C", "C", "H", "H", "H", "H", "H", "H", "O", "C", "O", "C", "C", "C", "H", "H", "H", "H", "H", "H", "O", "C", "O", "C", "C", "C", "H", "H", "H", "H", "H", "H", "O", "C", "O", "C", "C", "C", "H", "H", "H", "H", "H", "H"],
  "xyz": [[-0.23374, -0.75440, -2.01142], [0.86203, -0.06031, -0.71430], [0.05429, 1.25724, -0.16741], [0.65865, -1.40933, 0.55905], [1.62349, -2.52258, 0.09462], [2.80937, -2.33264, 1.03164], [2.06929, -2.09625, 2.32716], [1.10347, -0.98296, 1.95084], [0.06207, -0.76498, 3.04883], [-0.97005, -1.76286, 3.12942], [-0.85261, 0.05095, -2.40238], [-0.86144, -1.54252, -1.59662], [0.40581, -1.15276, -2.79360], [-0.61034, 1.55621, -0.80878], [-0.37529, -1.75001, 0.54231], [1.18220, -3.50609, 0.25247], [1.94566, -2.39661, -0.93795], [3.50531, -3.15697, 1.13505], [3.30400, -1.39515, 0.78554], [2.63824, -1.91742, 3.14869], [1.49159, -2.92768, 2.47656], [1.72447, -0.08242, 1.90706], [0.59716, -0.75229, 4.00133], [-0.35807, 0.22994, 2.90445], [-0.64642, -2.63876, 3.52286], [-1.46424, -1.90654, 2.26367], [-0.62793, -4.37608, 4.77097], [-1.65850, -4.27817, 5.39413], [-1.80632, -4.82826, 6.60443], [-3.16543, -4.65192, 7.07379], [-3.69954, -3.45642, 6.28974], [-2.93589, -3.59299, 4.97244], [-3.71561, -5.56997, 6.86362], [-3.13365, -4.49732, 8.14800], [-4.78122, -3.45895, 6.18554], [-3.41055, -2.53157, 6.78990], [-3.45245, -4.23998, 4.26021], [-2.71017, -2.64268, 4.50039], [-1.68818, -4.51497, 1.59014], [-1.50572, -5.70195, 1.57573], [-2.38228, -6.55768, 1.02700], [-1.95827, -7.92212, 1.24159], [-0.45414, -7.83792, 1.48989], [-0.33800, -6.46836, 2.15919], [-2.49994, -8.31189, 2.10454], [-2.22673, -8.50357, 0.36476], [-0.07425, -8.66407, 2.08522], [0.07855, -7.83438, 0.53838], [-0.47035, -6.51708, 3.24099], [0.59617, -5.95772, 1.93940], [-2.08723, 2.17596, -2.35677], [-1.34733, 2.81611, -3.06650], [-0.33225, 2.22295, -3.70216], [0.50453, 3.22936, -4.34782], [-0.41444, 4.42697, -4.53728], [-1.33944, 4.30275, -3.32931], [1.33426, 3.44279, -3.68014], [0.87712, 2.82686, -5.28704], [0.13301, 5.36380, -4.58068], [-0.99285, 4.31532, -5.45499], [-0.92378, 4.79673, -2.44807], [-2.35012, 4.66032, -3.50515], [2.40294, 5.20709, -3.15295], [3.38407, 5.25288, -2.46184], [4.20597, 4.19502, -2.32495], [5.23216, 4.48251, -1.35033], [5.31655, 6.00357, -1.29751], [3.87331, 6.40152, -1.60496], [4.92189, 4.05373, -0.39586], [6.15216, 4.00385, -1.67445], [5.68916, 6.37336, -0.34574], [5.97674, 6.36578, -2.08612], [3.25663, 6.43599, -0.70446], [3.77833, 7.34048, -2.14248], [3.59202, 5.48167, 2.34413], [2.47698, 5.05494, 2.34457], [1.78159, 4.86142, 1.19828], [0.44249, 4.41736, 1.48635], [0.51584, 3.81114, 2.88240], [1.61510, 4.65577, 3.53112], [-0.22404, 5.28068, 1.44286], [0.15440, 3.70341, 0.71966], [-0.43825, 3.83021, 3.40382], [0.84435, 2.77200, 2.81260], [1.22518, 5.56520, 3.98996], [2.21099, 4.11668, 4.26165], [-3.08438, 2.86058, -6.29629], [-3.03649, 1.67756, -6.46748], [-4.01930, 0.98869, -7.08644], [-3.73777, -0.42247, -7.05841], [-2.22646, -0.52718, -6.86344], [-1.94084, 0.72458, -6.03514], [-4.29368, -0.86392, -6.22883], [-4.08907, -0.85859, -7.98942], [-1.92075, -1.45946, -6.39364], [-1.72402, -0.45462, -7.82840], [-2.05239, 0.55627, -4.96268], [-0.96742, 1.16557, -6.22876]]
}

{
  "formula": "C30H52N2O8S",
  "method": "ωB97M-V with the def2-TZVPD basis set",
  "homo_lumo_gap_ev": 7.24,
  "spin_multiplicity": 1,
  "total_charge": 0,
  "species": ["C", "C", "C", "O", "C", "C", "C", "C", "C", "C", "C", "N", "C", "C", "C", "O", "C", "O", "C", "C", "C", "C", "S", "C", "C", "C", "O", "C", "C", "O", "C", "O", "H", "H", "H", "H", "H", "H", "H", "H", "H", "H", "H", "H", "H", "H", "H", "H", "H", "H", "H", "H", "H", "H", "H", "H", "H", "H", "H", "H", "H", "H", "H", "H", "H", "H", "H", "H", "H", "C", "O", "C", "C", "N", "C", "C", "O", "C", "H", "H", "H", "H", "H", "H", "H", "H", "H", "H", "H", "H", "H", "H", "H"],
  "xyz": [[-4.50523, 3.48435, -4.40570], [-5.06278, 2.06509, -4.25753], [-3.98944, 1.00053, -4.46654], [-2.72268, 1.50078, -4.12083], [-1.70364, 0.57667, -4.39501], [-1.55833, -0.52710, -3.37223], [-1.19208, -1.78796, -3.68722], [-0.86930, -2.28346, -5.06631], [0.62520, -2.67713, -5.13488], [1.54077, -1.45758, -5.27472], [1.82529, -0.76659, -3.94923], [3.00260, 0.13695, -4.00461], [2.78981, 1.30100, -3.13282], [4.17175, -0.60267, -3.70885], [4.96079, -0.31768, -2.45232], [4.52966, -1.50624, -4.44694], [-1.04574, -2.83260, -2.61615], [-1.10993, -4.01830, -2.91902], [-0.85534, -2.40085, -1.20327], [-0.35288, -3.43242, -0.22613], [0.97784, -3.11827, 0.45469], [2.23365, -3.00738, -0.42234], [2.35923, -4.27187, -1.72025], [-1.20660, -1.14020, -0.89834], [-1.13996, -0.56769, 0.48384], [-0.25964, 0.68227, 0.48718], [0.39402, 0.82782, 1.75637], [1.56293, 1.52946, 1.59828], [2.81900, 0.70316, 1.50154], [1.59358, 2.73599, 1.55309], [-1.77156, -0.21986, -1.93219], [-2.41414, 0.76022, -1.54884], [-3.87373, 3.52862, -5.28546], [-3.93206, 3.75461, -3.52965], [-5.30840, 4.20161, -4.53545], [-5.52661, 1.94096, -3.28465], [-5.85372, 1.93685, -4.98930], [-4.22517, 0.14268, -3.83212], [-4.01031, 0.66738, -5.50766], [-1.87566, 0.16817, -5.38723], [-0.77069, 1.13832, -4.43095], [-1.02660, -1.53083, -5.82138], [-1.46400, -3.17395, -5.24201], [0.74916, -3.28311, -6.02658], [0.90017, -3.25860, -4.26634], [2.49664, -1.76778, -5.68250], [1.12415, -0.72923, -5.96605], [1.97811, -1.49627, -3.15249], [0.98545, -0.15287, -3.64762], [3.65168, 1.94993, -3.15816], [1.93263, 1.85273, -3.50190], [2.56807, 1.00480, -2.10376], [5.84334, -0.93795, -2.45217], [5.26627, 0.71969, -2.38030], [4.35779, -0.52301, -1.56997], [-1.12560, -3.58015, 0.52474], [-0.28163, -4.37586, -0.75360], [1.16453, -3.92437, 1.16040], [0.93032, -2.21062, 1.04615], [2.33667, -2.00212, -0.82183], [3.08207, -3.16073, 0.23498], [2.88841, -3.52992, -2.69922], [-2.14699, -0.25998, 0.75760], [-0.81529, -1.28869, 1.21606], [0.46359, 0.63616, -0.32991], [-0.87509, 1.55113, 0.28763], [3.38386, 0.98331, 0.62198], [3.43583, 0.89880, 2.37117], [2.58644, -0.35726, 1.50181], [-2.15200, 1.96049, 9.10757], [-1.92305, 0.80357, 8.32621], [-2.61137, 0.80303, 7.08046], [-1.62841, 0.83737, 5.93124], [-0.95740, 2.12872, 5.85905], [0.13983, 2.18003, 4.89597], [1.36771, 1.32232, 5.18632], [2.09029, 1.73366, 6.33200], [1.67457, 1.15541, 7.55533], [-1.64227, 1.81793, 10.05880], [-1.75144, 2.85932, 8.62668], [-3.21967, 2.10171, 9.30049], [-3.31094, 1.64056, 7.01670], [-3.18968, -0.12424, 7.02531], [-2.16674, 0.66648, 4.99455], [-0.92055, 0.00884, 6.07508], [-0.59701, 2.35956, 6.77544], [0.47097, 3.21937, 4.83740], [-0.24886, 1.91792, 3.91026], [2.05599, 1.44136, 4.34464], [1.12946, 0.25300, 5.24257], [1.29382, 0.14027, 7.41607], [0.91245, 1.76119, 8.05288], [2.54379, 1.11122, 8.21201]]
}

Per-record E_tot, a.u.: -2603.2113; -2283.8273
Per-record HOMO, eV: -10.97; -8.60